Entry 1:
Formula: C30H57Cl18N2O2P
Source: OMol25
Level of theory: ωB97M-V/def2-TZVPD

Geometry as XYZ:
```
110
Properties=species:S:1:pos:R:3:forces:R:3:lowdin_charge:R:1
C 4.60345 0.48475 1.58021 -0.9 -1.0 -0.8 -0.128
C 4.69226 1.09407 0.11535 1.0 0.5 0.4 -0.239
C 3.99486 2.53213 -0.05835 0.9 -0.6 -0.2 -0.162
C 2.57100 2.66158 0.60311 -0.3 -0.9 -0.1 -0.289
O 2.02314 3.99309 0.65458 1.8 -0.1 -0.3 -0.263
C 2.62951 4.90778 -0.26559 -1.0 1.6 -1.0 -0.132
C 1.44468 1.73094 -0.08813 -1.0 -0.2 0.4 -0.461
N 1.24457 0.42609 0.60817 0.7 0.2 -0.6 0.037
C 1.63331 1.55508 -1.64362 0.6 -1.8 -1.8 -0.261
C 2.13001 0.25463 -2.15975 0.2 -0.2 -1.2 -0.041
C 2.37276 -0.07556 -3.60338 -1.7 4.5 1.1 -0.046
C 2.00261 1.07521 -4.51933 0.5 -1.1 3.4 -0.108
C 1.48244 2.29170 -3.85105 0.8 -0.6 -1.3 -0.227
N 1.30962 2.57876 -2.51857 1.1 -2.5 -0.6 0.067
P -0.20972 2.70761 0.13645 -0.9 3.1 -1.0 0.953
C -0.58856 2.84023 2.00041 1.0 -1.1 0.2 -0.266
O -1.52419 1.81438 -0.50926 1.5 -1.0 0.7 -0.366
H 5.54648 -0.08948 1.80831 -1.0 0.8 0.0 0.019
H 3.77483 -0.29956 1.55618 1.0 0.9 0.2 0.067
H 4.30366 1.21745 2.38092 0.8 -0.6 -0.8 0.074
H 5.81263 1.26273 -0.09792 -1.9 -0.2 0.2 0.018
H 4.36238 0.33484 -0.65674 0.1 1.0 1.0 0.092
H 4.72740 3.28245 0.38617 -1.1 -0.8 -0.3 0.112
H 4.00186 2.73683 -1.17831 -0.3 -0.1 1.4 0.112
H 2.61959 2.30848 1.68586 0.0 0.5 -1.3 0.140
H 1.96893 5.84662 -0.27782 0.9 -1.4 0.2 0.073
H 3.66192 5.26000 0.01676 -0.9 -0.6 -0.2 0.094
H 2.60602 4.52728 -1.33742 0.2 0.3 1.4 0.079
H 0.24261 0.25699 0.72608 0.6 -0.1 0.2 0.035
H 1.74466 0.37338 1.49627 -0.4 0.1 -0.3 0.060
H 2.34288 -0.55330 -1.40029 -0.4 1.1 -0.9 0.094
H 2.76668 -1.05537 -3.96967 -0.5 1.1 0.5 0.095
H 2.09537 0.97557 -5.64016 -0.3 0.4 1.5 0.100
H 1.18084 3.12361 -4.56106 0.4 -1.0 1.0 0.101
H 0.20567 3.53253 2.42432 -0.9 -0.8 -0.6 0.042
H -0.50004 1.82525 2.51140 -0.4 1.3 -0.3 0.010
H -1.58102 3.33437 2.18421 0.9 -0.7 -0.4 0.039
H -1.23207 1.31598 -1.29994 -0.3 0.4 0.3 -0.018
Cl -1.32070 0.67477 -7.28617 0.1 0.0 0.0 0.539
C -1.61819 -0.69602 -6.18618 -0.1 -0.2 0.1 -0.667
C -2.12617 -0.24544 -4.83497 -0.3 -0.1 0.1 -0.634
Cl -0.87891 0.62493 -3.90638 -0.7 -0.2 -0.1 0.695
H -0.69261 -1.26513 -6.09664 0.0 0.1 0.0 0.069
H -2.36362 -1.33134 -6.66703 0.0 0.1 0.1 0.065
H -2.41511 -1.11335 -4.24194 0.0 0.0 -0.1 0.007
H -2.99455 0.40705 -4.92978 0.1 0.0 0.0 0.074
Cl -2.32116 1.09045 5.12920 0.1 0.0 0.0 0.535
C -3.66997 0.74173 4.01908 -0.2 0.0 -0.1 -0.658
C -3.57664 -0.64513 3.42516 -0.1 -0.1 0.1 -0.694
Cl -2.20311 -0.79848 2.30022 0.1 0.0 -0.1 0.551
H -3.67823 1.51081 3.24624 0.1 -0.1 0.0 0.067
H -4.58996 0.83236 4.59935 0.1 -0.1 0.0 0.067
H -4.48150 -0.86482 2.85554 0.0 0.1 0.0 0.074
H -3.46740 -1.40626 4.20097 0.1 0.4 -0.5 -0.043
Cl 8.22135 1.16205 1.24352 0.0 0.1 0.0 0.614
C 9.28820 1.98274 0.07671 0.2 0.1 -0.1 -0.637
C 8.68915 3.27263 -0.44098 0.1 0.1 0.0 -0.642
Cl 7.26967 2.98972 -1.48028 0.1 0.1 0.0 0.599
H 9.50069 1.28610 -0.73443 -0.1 0.1 0.0 0.072
H 10.22326 2.19362 0.59825 -0.1 0.1 0.0 0.073
H 9.42454 3.80228 -1.04823 0.0 -0.1 0.0 0.073
H 8.38445 3.92886 0.37459 0.0 -0.1 0.0 0.072
Cl -4.99340 -1.85811 -2.41680 0.0 0.1 -0.1 0.569
C -4.64293 -3.59694 -2.24284 0.0 -0.2 0.1 -0.649
C -3.24594 -3.94449 -2.70209 0.0 -0.1 0.3 -0.647
Cl -3.05565 -3.76848 -4.46374 0.0 0.0 -0.1 0.569
H -5.39906 -4.15176 -2.79845 0.1 0.1 0.0 0.072
H -4.75368 -3.83820 -1.18416 0.1 0.0 -0.1 0.057
H -3.02559 -4.98544 -2.46204 -0.1 0.1 0.0 0.074
H -2.49735 -3.31731 -2.21706 -0.1 0.0 -0.1 0.075
Cl -4.22446 -2.31909 6.14741 -0.1 -0.2 0.5 0.617
C -5.98903 -2.50924 6.31191 -0.2 0.0 0.1 -0.629
C -6.47187 -3.83604 5.77141 -0.1 0.0 0.2 -0.642
Cl -6.31574 -3.92414 4.00120 0.0 0.1 -0.1 0.584
H -6.46944 -1.67217 5.80484 0.1 -0.1 0.0 0.073
H -6.21635 -2.43764 7.37665 0.0 -0.1 -0.1 0.075
H -7.52923 -3.96969 6.00392 0.1 0.1 0.0 0.076
H -5.92104 -4.67150 6.20417 0.0 0.1 -0.1 0.072
Cl 7.65654 -4.35408 3.36879 0.0 0.0 0.0 0.536
C 8.72251 -3.52949 2.20391 0.1 0.1 -0.1 -0.666
C 8.11976 -2.24010 1.68952 0.2 0.0 0.1 -0.700
Cl 6.70224 -2.52867 0.65025 0.0 0.0 0.0 0.555
H 8.93704 -4.22354 1.39120 -0.1 0.1 0.1 0.068
H 9.65682 -3.31701 2.72613 -0.1 0.1 0.0 0.072
H 8.85191 -1.70586 1.08356 0.0 -0.1 0.0 0.045
H 7.81298 -1.58741 2.50708 0.0 -0.1 -0.1 0.052
Cl 2.33426 8.09390 -2.00085 0.1 0.1 -0.1 0.550
C 0.98105 7.74200 -3.10599 -0.2 -0.1 -0.1 -0.651
C 1.08553 6.36074 -3.71865 -0.2 0.0 0.2 -0.664
Cl 2.44855 6.23191 -4.85974 0.1 0.0 0.0 0.530
H 0.95741 8.51982 -3.86937 0.1 -0.1 0.0 0.066
H 0.06526 7.81513 -2.51729 0.1 -0.1 0.0 0.075
H 0.17866 6.13816 -4.28262 0.0 0.1 0.0 0.075
H 1.20970 5.59123 -2.95519 0.0 0.1 -0.1 0.043
Cl -8.55188 -2.32877 1.05251 0.0 0.0 0.1 0.525
C -9.43910 -1.80333 -0.39802 -0.1 0.0 -0.2 -0.666
C -8.63608 -0.81434 -1.21136 0.0 -0.1 -0.2 -0.673
Cl -8.44938 0.75030 -0.38080 0.0 0.0 0.0 0.536
H -10.39632 -1.38631 -0.08485 0.1 0.0 0.1 0.068
H -9.63676 -2.69794 -0.99082 0.1 0.1 0.0 0.072
H -9.14313 -0.61142 -2.15581 0.0 0.0 0.1 0.074
H -7.64108 -1.20040 -1.43357 -0.1 0.1 0.1 0.018
Cl -5.54778 -8.96267 2.46948 0.0 0.0 0.0 0.536
C -4.12341 -8.05610 3.03740 0.2 0.1 0.1 -0.664
C -4.28276 -6.56314 2.84784 0.0 -0.1 0.3 -0.686
Cl -4.27081 -6.09832 1.12757 0.0 0.0 -0.1 0.532
H -3.24805 -8.43614 2.51054 -0.1 0.0 0.0 0.068
H -4.00707 -8.28235 4.09850 0.0 0.1 -0.1 0.072
H -3.45140 -6.03938 3.32210 0.0 -0.1 -0.1 0.076
H -5.21107 -6.19944 3.29001 0.1 -0.1 -0.2 0.002
```
Forces are in eV/Å.

Frontier orbital gap: 6.9 eV
E_HOMO: -6.5220 eV
Lowest unoccupied orbital energy: 0.38 eV
Energy: -273801.2843 eV

Entry 2:
Formula: C30H58F3I2N6O12P2S
Source: OMol25
Level of theory: ωB97M-V/def2-TZVPD

Geometry as XYZ:
```
114
Properties=species:S:1:pos:R:3:forces:R:3:lowdin_charge:R:1
C -2.47518 -6.19778 7.19189 0.1 0.1 0.0 -0.121
O -1.54988 -6.18218 6.12454 -0.2 -0.1 -0.1 -0.207
C -0.69948 -7.31866 6.13505 0.2 0.2 0.1 -0.239
C 0.06202 -7.33637 4.82786 -0.1 0.0 0.1 -0.163
C -0.79248 -7.72146 3.60286 0.4 -0.1 0.0 -0.175
C -0.73318 -6.65475 2.50730 0.1 0.3 0.3 -0.204
C -1.61894 -5.46056 2.88882 0.0 -0.5 -0.3 -0.186
C -1.89550 -4.36992 1.81478 0.4 0.4 0.9 -0.408
C -0.80875 -4.26158 0.75001 -0.1 -0.1 -0.4 -0.199
C -0.45993 -2.88010 0.18272 0.0 0.0 -0.4 -0.205
C 0.19476 -2.97911 -1.20934 0.1 0.1 0.4 -0.158
O 1.59287 -2.66492 -1.15331 -0.1 -0.3 -0.6 -0.041
C 1.87857 -1.35294 -1.45975 -0.1 0.5 0.5 -0.515
C 2.56720 -1.16150 -2.76989 0.4 0.0 -0.1 0.036
O 1.57753 -0.46689 -0.70502 -0.1 -0.3 -0.3 0.129
C -2.19419 -3.07366 2.58528 0.0 -0.2 -0.4 -0.441
P -1.05126 -2.16193 3.79492 -0.3 -0.1 0.3 0.612
O -0.71369 -0.87791 2.84247 0.0 0.1 -0.2 -0.412
I 1.12059 -3.22805 3.64278 0.1 0.0 0.0 0.656
O -3.36361 -3.45426 3.31478 -0.1 0.0 0.0 -0.090
C -4.26569 -4.00987 2.40199 0.0 0.3 0.2 -0.520
C -5.26415 -2.91501 2.00685 -0.2 -0.1 0.0 -0.086
C -6.60439 -3.35724 1.39521 0.2 0.4 -0.1 -0.296
O -7.52090 -3.83468 2.34045 0.1 -0.3 0.1 0.029
C -7.22250 -2.15210 0.67953 0.2 0.0 0.1 -0.628
F -7.33742 -1.11556 1.51673 0.0 0.4 0.5 0.162
F -8.41724 -2.42206 0.20693 -0.7 -0.3 -0.2 0.195
F -6.46949 -1.73525 -0.34821 0.4 0.0 -0.3 0.115
N -4.96557 -5.11320 2.98151 0.1 -0.1 1.1 0.061
C -5.24557 -5.18027 4.17722 -0.1 0.0 -0.9 -0.711
S -5.71372 -5.31088 5.63999 0.0 -0.1 0.0 0.896
N -3.34363 -4.60434 1.27077 -0.6 -0.4 -0.7 -0.408
I -3.71516 -3.72932 -0.62970 0.3 0.3 -0.1 1.360
P -3.76899 -6.44044 1.04349 0.3 -0.5 0.6 0.880
O -2.74772 -6.67055 -0.18460 0.0 0.0 -0.1 -0.286
O -5.14037 -6.19004 0.24497 -0.2 -0.1 0.0 -0.311
H -3.02227 -5.25718 7.17179 0.0 0.0 0.0 0.066
H -1.96512 -6.28660 8.15668 0.0 0.0 0.0 0.094
H -3.18877 -7.02316 7.08670 0.0 0.0 0.0 0.083
H 0.00609 -7.24042 6.97194 -0.1 0.0 0.0 0.129
H -1.28561 -8.23404 6.28324 0.0 0.0 -0.1 0.128
H 0.48062 -6.33328 4.70432 0.0 0.0 0.0 0.082
H 0.91523 -8.00910 4.93274 0.0 0.0 0.0 0.121
H -1.82384 -7.89324 3.91966 -0.1 0.0 -0.1 0.113
H -0.40742 -8.66062 3.20102 -0.1 0.0 0.0 0.114
H -0.96062 -7.05497 1.52215 -0.1 -0.1 0.0 0.085
H 0.30504 -6.31309 2.45722 0.0 0.0 -0.2 0.101
H -1.15312 -4.98211 3.74992 -0.1 0.0 0.0 0.053
H -2.55712 -5.85551 3.27981 0.0 0.1 0.0 0.083
H 0.10180 -4.68072 1.17565 0.0 0.0 0.0 0.084
H -1.07174 -4.93415 -0.06969 0.0 0.0 0.0 0.081
H -1.32879 -2.23230 0.09461 0.0 0.0 0.1 0.057
H 0.26916 -2.37111 0.80890 -0.2 0.1 0.2 0.071
H -0.30024 -2.30644 -1.91332 0.0 0.0 0.0 0.131
H 0.13687 -3.98917 -1.61494 0.0 0.0 0.0 0.126
H 3.40115 -0.46995 -2.64722 0.0 0.0 -0.1 0.085
H 1.86645 -0.70963 -3.47563 0.0 0.0 0.1 0.101
H 2.92291 -2.09795 -3.18873 0.0 0.0 0.1 0.090
H -2.48761 -2.29057 1.87372 0.2 0.1 0.0 0.096
H -1.46374 -0.27074 2.79071 0.1 0.2 0.1 0.065
H -5.49641 -2.43255 2.96107 0.1 0.0 0.0 0.152
H -4.78694 -2.14602 1.40183 0.1 -0.1 0.0 0.084
H -6.46431 -4.12321 0.63383 -0.1 -0.1 0.1 0.121
H -7.49784 -3.28166 3.13161 -0.1 0.1 -0.1 0.113
H -2.28608 -7.51124 -0.05798 0.1 0.1 -0.1 0.075
H -5.78942 -6.86527 0.49199 -0.1 0.2 0.0 0.091
C 5.17140 3.28932 -3.72469 0.1 -0.2 -0.1 -0.009
C 5.51595 2.04835 -2.94769 0.0 0.0 0.0 -0.565
O 5.97225 1.03722 -3.47049 -0.1 0.0 0.0 0.000
N 5.30762 2.08620 -1.60440 -0.1 0.0 0.0 0.009
C 4.76541 3.18201 -0.82134 0.1 -0.1 0.0 -0.070
H 5.40464 3.10949 -4.77067 0.0 0.0 0.0 0.088
H 4.11671 3.53956 -3.62786 0.0 0.1 0.1 0.065
H 5.76594 4.13293 -3.37317 -0.1 0.1 0.0 0.067
H 5.57846 1.24146 -1.12723 0.0 0.0 0.0 0.132
H 5.49002 3.51620 -0.07652 0.0 0.0 0.0 0.083
H 3.85824 2.86545 -0.30097 0.0 0.0 0.0 0.078
H 4.51549 4.01805 -1.46683 0.0 0.0 0.0 0.054
C 0.85177 4.76435 -1.94057 0.0 0.0 0.0 -0.007
C 1.84344 5.79755 -2.42979 0.0 0.1 0.0 -0.539
O 2.99784 5.50225 -2.70335 -0.1 -0.1 0.1 0.022
N 1.40686 7.07190 -2.55437 -0.1 0.0 0.0 0.017
C 0.08708 7.61843 -2.28493 0.3 0.0 -0.1 -0.075
H 1.35641 3.80368 -1.89554 0.0 0.0 0.0 0.075
H 0.48409 5.01939 -0.94606 -0.1 0.0 0.0 0.083
H 0.00195 4.68954 -2.62006 0.0 0.0 0.0 0.081
H 2.11918 7.70716 -2.87920 0.0 0.0 0.0 0.143
H -0.32794 8.06211 -3.19110 -0.1 0.0 0.0 0.085
H 0.13810 8.39440 -1.52415 -0.1 0.0 0.0 0.070
H -0.58438 6.83668 -1.94362 0.0 0.0 0.0 0.070
C 8.92131 3.44665 -4.08121 0.0 0.0 0.0 0.000
C 8.61316 4.91324 -4.28283 0.0 -0.1 0.0 -0.541
O 7.69113 5.46565 -3.70510 0.0 0.0 0.0 0.026
N 9.40446 5.60545 -5.14433 0.1 0.0 0.0 0.006
C 10.53266 5.12038 -5.91434 -0.1 0.2 0.0 -0.079
H 8.20596 3.03726 -3.37546 0.0 0.0 0.0 0.069
H 8.83744 2.89633 -5.01865 0.0 0.0 0.0 0.091
H 9.92835 3.31214 -3.68462 0.0 0.0 0.0 0.086
H 9.14716 6.57527 -5.23616 0.0 0.0 0.0 0.138
H 11.44186 5.66329 -5.65083 0.0 0.0 0.0 0.083
H 10.35408 5.24850 -6.98321 0.0 0.0 0.0 0.083
H 10.69472 4.06616 -5.71883 0.0 0.0 0.0 0.069
C -3.05075 11.22028 -2.79480 0.1 0.0 0.0 -0.008
C -2.54917 10.30649 -1.70099 0.0 0.1 0.0 -0.548
O -1.38442 10.31159 -1.33997 0.0 0.0 0.0 0.024
N -3.45268 9.46908 -1.12323 0.0 0.0 -0.1 0.007
C -4.86513 9.32935 -1.42007 0.1 -0.1 0.1 -0.078
H -2.21486 11.81718 -3.14426 0.0 0.0 0.0 0.084
H -3.45236 10.64636 -3.63063 0.0 0.0 0.0 0.084
H -3.82969 11.88525 -2.42104 0.0 0.0 0.0 0.086
H -3.05988 8.89420 -0.39506 0.0 0.0 0.0 0.137
H -5.46871 9.55742 -0.54026 0.0 0.0 0.0 0.084
H -5.09395 8.31122 -1.73969 0.0 0.0 0.0 0.081
H -5.15054 10.00892 -2.21528 0.0 0.0 0.0 0.070
```
Forces are in eV/Å.

Frontier orbital gap: 5.6 eV
Total charge: +1
E_HOMO: -10.0475 eV
Lowest unoccupied orbital energy: -4.47 eV
Energy: -119323.7813 eV